Below is the molecule C3H4N2S, with properties calculated with the ωB97M-V functional and the def2-TZVPD basis.

```
10
C3H4N2S (the ωB97M-V functional and the def2-TZVPD basis)
C 0.25 0.35 0.28
C 0.72 -0.97 0.22
C -0.90 0.62 -0.65
N 0.67 1.18 1.15
N 1.28 -1.91 -0.22
S -2.09 -0.46 0.35
H -1.18 1.64 -0.64
H -0.70 0.25 -1.59
H 0.38 2.12 1.21
H 1.57 -2.80 -0.12
```

Output
E (a.u.): -624.2694
HOMO level (spin up / spin down) (eV): -7.68 / -7.71
LUMO level (spin up / spin down) (Eh): -0.0456 / -0.0443
Total charge: 0
ΔE to the lowest compared entry with this formula, charge and spin (kcal per mole): 98.14

***

Below is a cluster of 2 separate species, C3H4N2S in total, with properties calculated with the ωB97M-V functional and the def2-TZVPD basis.

```
10
C3H4N2S (the ωB97M-V functional and the def2-TZVPD basis)
C 0.47 -1.91 -0.12
C -1.10 0.47 -1.23
C -0.56 0.56 -0.05
N -0.39 -2.65 -0.06
N 1.37 1.36 1.39
S -0.16 1.04 1.43
H -1.44 1.34 -1.78
H -1.23 -0.48 -1.73
H 1.72 1.53 2.32
H 1.32 -1.27 -0.16
```

Output
E (a.u.): -624.2571
HOMO level (spin up / spin down) (eV): -8.58 / -8.58
LUMO level (spin up / spin down) (Eh): -0.0060 / -0.0059
Total charge: 0
ΔE to the lowest compared entry with this formula, charge and spin (kcal per mole): 105.88

***

Below is the molecule C3H4N2S, with properties calculated with the ωB97M-V functional and the def2-TZVPD basis.

```
10
C3H4N2S (the ωB97M-V functional and the def2-TZVPD basis)
C -1.42 0.13 -0.10
C -0.12 -0.11 -0.70
C -0.21 -0.24 -2.10
N -0.15 -0.38 -3.25
S 1.47 0.02 -0.03
N 1.17 -0.02 1.65
H -1.44 0.16 0.94
H -2.32 0.02 -0.71
H 1.90 -0.48 2.19
H 1.13 0.89 2.11
```

Output
E (a.u.): -624.3438
HOMO level (eV): -8.86
LUMO level (Eh): 0.0004
Total charge: 0
Structure (SMILES): C=C(C#N)SN
ΔE to the lowest compared entry with this formula, charge and spin (kcal per mole): 51.45

***

Below is a structure of composition C3H4N2S2, with properties calculated with the ωB97M-V functional and the def2-TZVPD basis.

```
11
C3H4N2S2 (the ωB97M-V functional and the def2-TZVPD basis)
C 0.75 0.40 -0.05
C -0.65 0.17 0.26
C -1.55 1.09 0.33
H 1.59 -1.06 1.16
H 2.58 -0.47 -0.03
H -0.76 -0.85 0.95
H -0.72 -1.83 -0.98
N 1.70 -0.41 0.37
N -2.55 1.76 0.29
S 0.93 1.73 -1.05
S -1.32 -0.52 -1.25
```

Output
E (a.u.): -1022.4913
HOMO level (eV): -8.74
LUMO level (Eh): -0.0072
Total charge: 0
ΔE to the lowest compared entry with this formula, charge and spin (kcal per mole): 78.03